ORCA calculation (the ωB97M-V functional and the def2-TZVPD basis) on a single C18H18N4O3S2 molecule.

Bonds (Å) are listed after each position.
Positions of all 45 atoms, in Å:
1 C -0.527 1.748 0.500  N9 1.297, S11 1.743, N40 1.369
2 C 2.820 0.430 -0.335  C5 1.483, C26 1.374, C34 1.422
3 N 6.063 -1.088 0.353  H13 1.004, H19 1.007, C32 1.351
4 O -6.038 0.033 -0.176  C25 1.411, C37 1.365
5 C 2.011 1.661 -0.501  C2 1.483, S11 1.845, H20 1.089, H38 1.088
6 C -3.823 0.437 0.769  C23 1.386, H27 1.079, C37 1.387
7 H -1.616 -1.864 0.507  C10 1.087
8 H -6.209 -2.769 1.688  C31 1.087
9 N -0.985 2.131 -0.651  C1 1.297, C41 1.371
10 C -1.389 -2.927 0.483  H7 1.087, C12 1.523, H21 1.087, H24 1.088
11 S 1.102 1.995 1.070  C1 1.743, C5 1.845
12 C -0.407 -3.220 -0.644  C10 1.523, H22 1.095, H36 1.092, O42 1.426
13 H 6.323 -2.017 0.634  N3 1.004
14 H -6.157 -2.657 -0.077  C31 1.087
15 H -5.253 1.237 -2.186  C35 1.079
16 S 3.565 -2.042 -0.010  C26 1.748, C32 1.729
17 H -3.029 2.270 -2.615  C29 1.077
18 H -1.283 0.716 2.193  N40 1.006
19 H 6.689 -0.332 0.575  N3 1.007
20 H 2.645 2.525 -0.695  C5 1.089
21 H -2.309 -3.479 0.310  C10 1.087
22 H -0.800 -2.831 -1.589  C12 1.095
23 C -2.588 1.016 0.520  C6 1.386, N40 1.371, C41 1.413
24 H -0.967 -3.228 1.439  C10 1.088
25 C -6.423 -0.768 0.920  O4 1.411, C31 1.527, H39 1.094, H44 1.098
26 C 2.327 -0.853 -0.342  C2 1.374, S16 1.748, C33 1.451
27 H -4.012 -0.058 1.708  C6 1.079
28 O 0.052 -0.610 -0.940  C33 1.209
29 C -3.244 1.769 -1.686  H17 1.077, C35 1.374, C41 1.391
30 H -4.760 -2.157 0.875  C31 1.087
31 C -5.847 -2.181 0.849  H8 1.087, H14 1.087, C25 1.527, H30 1.087
32 C 4.762 -0.801 0.133  N3 1.351, S16 1.729, C34 1.389
33 C 0.974 -1.311 -0.595  C26 1.451, O28 1.209, O42 1.347
34 C 4.214 0.461 -0.059  C2 1.422, C32 1.389, C43 1.402
35 C -4.470 1.196 -1.445  H15 1.079, C29 1.374, C37 1.408
36 H -0.213 -4.291 -0.731  C12 1.092
37 C -4.769 0.531 -0.241  O4 1.365, C6 1.387, C35 1.408
38 H 1.233 1.562 -1.256  C5 1.088
39 H -7.514 -0.811 0.855  C25 1.094
40 N -1.443 1.084 1.271  C1 1.369, H18 1.006, C23 1.371
41 C -2.279 1.677 -0.689  N9 1.371, C23 1.413, C29 1.391
42 O 0.873 -2.641 -0.405  C12 1.426, C33 1.347
43 C 4.987 1.628 0.021  C34 1.402, N45 1.148
44 H -6.156 -0.285 1.869  C25 1.098
45 N 5.650 2.563 0.094  C43 1.148

## Properties
Molecular weight in g/mol: 402.50
Max |F| in hartree/bohr: 0.01779
Highest occupied orbital energy in eV: -7.51
Total energy in eV: -52732.10616
Structure (SMILES): CCOC(=O)c1sc(N)c(C#N)c1CSc1nc2ccc(OCC)cc2[nH]1
Orbital gap in eV: 7.60
Relative energy (zero: lowest compared OMol25 entry of this formula, charge and spin) in kcal/mol: 6.5

Charges in e, computed with Mulliken, in the same order as the atoms: number 1, C, carries 0.036; number 2, C, carries -0.302; number 3, N, carries -0.435; number 4, O, carries -0.457; number 5, C, carries -1.031; number 6, C, carries -0.061; number 7, H, carries 0.002; number 8, H, carries 0.363; number 9, N, carries -0.691; number 10, C, carries -0.647; number 11, S, carries -0.209; number 12, C, carries -0.423; number 13, H, carries 0.203; number 14, H, carries 0.299; number 15, H, carries 0.435; number 16, S, carries -0.270; number 17, H, carries 0.442; number 18, H, carries 0.213; number 19, H, carries 0.234; number 20, H, carries 0.628; number 21, H, carries 0.360; number 22, H, carries 0.312; number 23, C, carries -0.314; number 24, H, carries 0.314; number 25, C, carries -0.446; number 26, C, carries 0.844; number 27, H, carries 0.415; number 28, O, carries -0.611; number 29, C, carries -0.974; number 30, H, carries 0.019; number 31, C, carries -0.660; number 32, C, carries 0.399; number 33, C, carries 0.669; number 34, C, carries 0.356; number 35, C, carries -0.572; number 36, H, carries 0.340; number 37, C, carries 0.725; number 38, H, carries 0.380; number 39, H, carries 0.315; number 40, N, carries 0.081; number 41, C, carries 0.617; number 42, O, carries -0.410; number 43, C, carries -0.270; number 44, H, carries 0.314; number 45, N, carries -0.531